Formula: C5H11N3O2
Source: the Open Molecules 2025 dataset
Level of theory: the ωB97M-V functional and the def2-TZVPD basis

Last column: Löwdin charge in e.
Element x y z (Å)
C 2.345 -3.510 1.442  -0.42
C 2.204 -0.023 -1.008  -0.08
C 1.395 -0.646 -0.271  -0.16
C -3.238 -1.960 1.266  -0.08
C -1.620 -0.940 -0.277  -0.24
N -2.512 -1.322 0.463  -0.04
N -1.508 0.200 -0.933  0.06
N -1.570 1.533 2.414  0.02
O 3.212 -4.243 1.233  0.21
O 1.577 -2.738 1.813  0.20
H 2.473 0.923 -0.635  0.04
H 2.604 -0.510 -1.851  0.05
H 0.946 -1.545 -0.733  0.06
H 0.720 -0.402 0.531  0.04
H -3.923 -2.680 0.896  0.04
H -2.855 -2.111 2.342  0.08
H -0.796 0.363 -1.675  0.10
H -2.116 1.006 -0.743  0.10
H -1.214 0.628 2.670  0.00
H -1.032 2.289 2.875  0.03
H -2.477 1.551 2.789  -0.02

Energy in eV: -13925.346
HOMO-LUMO gap in eV: 8.24
LUMO in eV: 0.57
Energy relative to the best compared isomer or geometry (same formula, charge and spin) in kcal per mole: 99.89
Highest occupied orbital energy in eV: -7.6708

Formula: C5H11N3O3
Source: the Open Molecules 2025 dataset
Level of theory: the ωB97M-V functional and the def2-TZVPD basis

Last column: Löwdin charge in e.
Element x y z (Å)
O 1.505 2.745 1.567  -0.07
N 1.251 1.702 0.928  -0.02
N 0.106 1.734 0.296  -0.18
O -0.675 2.921 0.463  0.04
N -0.475 0.721 -0.335  -0.09
C -0.056 0.321 -1.635  -0.13
C -0.103 -1.270 -1.610  -0.14
C -1.147 -1.501 -0.496  -0.14
C -0.780 -0.423 0.539  -0.25
C 0.369 -0.912 1.478  -0.21
O 1.626 -1.333 0.903  -0.08
H 0.073 3.498 0.843  0.10
H -0.745 0.703 -2.378  0.11
H 0.902 0.810 -1.885  0.13
H -0.405 -1.710 -2.577  0.11
H 0.860 -1.789 -1.355  0.11
H -2.164 -1.287 -0.931  0.13
H -1.089 -2.520 -0.059  0.12
H -1.626 -0.137 1.205  0.16
H 0.591 -0.091 2.229  0.12
H -0.062 -1.735 2.046  0.12
H 2.045 -0.445 0.763  0.08

Energy in eV: -15971.102
HOMO-LUMO gap in eV: 10.17
LUMO in eV: 0.62
Energy relative to the best compared isomer or geometry (same formula, charge and spin) in kcal per mole: 109.57
Highest occupied orbital energy in eV: -9.5553
SMILES: O=NN(O)N1CCC[C@H]1CO

Number 1 is which compound? C5H11N3O2